DFT (ωB97M-V/def2-TZVPD) results for C11H14BN7PdS as an isolated structure.

```
! RIJCOSX wB97M-V def2-TZVPD def2/J DEFGRID3
* xyz 2 3
C -0.23 2.97 1.02
N 0.09 1.81 0.44
N 0.27 2.00 -0.92
C 0.03 3.30 -1.19
C -0.29 3.95 0.00
B 0.44 0.76 -1.88
N 1.55 -0.19 -1.33
N 1.47 -0.64 -0.01
C 2.47 -1.51 0.21
C 3.19 -1.66 -0.99
C 2.57 -0.84 -1.93
Pd -0.11 -0.12 1.24
N -0.88 -0.05 -1.71
N -1.27 -0.45 -0.45
C -2.41 -1.16 -0.57
C -2.75 -1.23 -1.92
C -1.77 -0.52 -2.61
H -2.90 -1.56 0.33
H -1.62 -0.31 -3.65
H -3.60 -1.72 -2.35
H 0.65 1.09 -3.01
H 2.78 -0.64 -2.97
H 0.07 3.63 -2.22
H 4.05 -2.28 -1.16
H -0.55 4.98 0.14
H 2.60 -1.97 1.19
H -0.43 3.02 2.08
H -0.62 -1.86 1.62
C -0.37 -2.66 2.38
H -0.14 -3.58 1.84
H 0.50 -2.34 2.96
H -1.22 -2.75 3.05
S -0.04 1.06 5.48
C -0.50 0.80 3.99
N -1.01 0.66 2.90
*
```

Computed properties:
Energy relative to the best compared isomer or geometry (same formula, charge and spin): 0.00 kJ/mol
E: -37037.4105 eV
Molar mass: 393.6 g/mol
Orbital gap (alpha / beta): 5.651 / 4.712 eV

Löwdin atomic charge list, values in e, 8 entries: atom 1 (C): -0.08, atom 2 (N): -0.04, atom 3 (N): 0.01, atom 4 (C): 0.00, atom 5 (C): 0.01, atom 6 (B): -0.42, atom 7 (N): 0.00, atom 8 (N): -0.06

***

DFT (ωB97M-V/def2-TZVPD) results for C22H27CsN4O2S2 as an isolated structure.

```
! RIJCOSX wB97M-V def2-TZVPD def2/J DEFGRID3
* xyz 0 1
Cs -14.15 -11.26 -7.07
C -13.38 -15.47 -8.12
C -13.09 -15.29 -6.64
N -14.18 -14.78 -5.82
C -15.30 -15.66 -5.58
C -16.37 -15.55 -6.64
S -16.55 -13.91 -7.62
C -16.12 -14.45 -9.32
C -14.68 -14.27 -9.83
N -13.73 -14.20 -8.75
H -14.18 -16.22 -8.22
H -12.44 -15.90 -8.60
H -12.21 -14.66 -6.44
H -12.86 -16.30 -6.26
H -13.74 -14.56 -4.88
H -15.77 -15.35 -4.60
H -15.07 -16.74 -5.41
H -17.39 -15.58 -6.21
H -16.36 -16.42 -7.31
H -16.80 -13.85 -9.91
H -16.42 -15.50 -9.40
H -14.66 -13.29 -10.36
H -14.47 -15.04 -10.59
H -12.93 -13.68 -9.15
C -9.01 -7.23 -13.33
C -9.68 -8.27 -12.48
C -9.85 -9.63 -12.86
C -10.59 -10.53 -12.13
C -11.01 -10.17 -10.86
C -10.85 -8.85 -10.42
C -10.18 -7.94 -11.19
S -12.05 -11.26 -9.91
O -13.47 -10.99 -10.05
O -11.63 -12.59 -10.33
N -11.70 -10.96 -8.35
C -10.46 -11.23 -7.86
C -9.35 -11.73 -8.56
C -8.19 -12.17 -7.87
C -8.14 -12.07 -6.46
C -9.24 -11.54 -5.69
C -9.31 -11.44 -4.24
C -10.38 -10.76 -3.65
C -11.45 -10.42 -4.46
N -11.48 -10.52 -5.78
C -10.39 -11.03 -6.40
H -8.18 -7.68 -13.93
H -8.52 -6.42 -12.80
H -9.72 -6.78 -14.04
H -9.34 -9.93 -13.78
H -10.89 -11.53 -12.50
H -11.23 -8.54 -9.43
H -10.02 -6.91 -10.88
H -9.35 -11.82 -9.65
H -7.36 -12.66 -8.40
H -7.30 -12.40 -5.87
H -8.39 -11.75 -3.73
H -10.49 -10.59 -2.60
H -12.28 -9.86 -4.00
*
```

Computed properties:
Energy relative to the best compared isomer or geometry (same formula, charge and spin): 0.00 kJ/mol
E: -55525.3807 eV
Molar mass: 576.5 g/mol
Orbital gap: 6.857 eV

Löwdin atomic charge list, values in e, 8 entries: atom 1 (Cs): 1.01, atom 2 (C): -0.20, atom 3 (C): -0.24, atom 4 (N): -0.12, atom 5 (C): -0.31, atom 6 (C): -0.41, atom 7 (S): 0.77, atom 8 (C): -0.47

***

DFT (ωB97M-V/def2-TZVPD) results for a 3-piece molecular cluster, C4H12O2 overall.

```
! RIJCOSX wB97M-V def2-TZVPD def2/J DEFGRID3
* xyz 0 1
C 1.18 0.07 0.32
C 0.09 0.30 -0.41
C -1.19 0.78 0.22
C -0.01 -0.32 -1.79
H 1.98 -0.52 -0.08
H 1.41 0.53 1.27
H -1.79 1.33 -0.51
H -0.90 1.28 1.15
H -1.83 0.01 0.62
H -0.43 0.40 -2.46
H -0.60 -1.22 -1.66
H 0.95 -0.70 -2.16
O -2.80 4.76 3.55
H -2.07 5.23 3.11
H -2.58 3.83 3.43
O 2.82 -5.49 -2.11
H 3.35 -4.71 -2.29
H 1.94 -5.26 -2.43
*
```

Computed properties:
Energy relative to the best compared isomer or geometry (same formula, charge and spin): 94.81 kJ/mol
E: -8436.5314 eV
SMILES string: C=C(C)C.O.O
Molar mass: 92.1 g/mol
Orbital gap: 9.865 eV

Löwdin atomic charge list, values in e, 8 entries: atom 1 (C): 0.02, atom 2 (C): -0.42, atom 3 (C): -0.08, atom 4 (C): -0.07, atom 5 (H): 0.05, atom 6 (H): 0.06, atom 7 (H): 0.08, atom 8 (H): 0.07

***

DFT (ωB97M-V/def2-TZVPD) results for C47H47Cl2N7O6SeSi2Ti as an isolated structure.

```
! RIJCOSX wB97M-V def2-TZVPD def2/J DEFGRID3
* xyz -1 2
Ti -0.42 -0.22 0.92
Se 3.75 -2.20 7.06
N 4.12 -1.17 5.63
C 2.99 -0.95 5.02
C 2.88 -0.15 3.81
C 3.90 0.57 3.23
C 3.66 1.28 2.05
C 2.41 1.18 1.45
N 1.40 0.50 1.99
C 1.60 -0.12 3.19
C 0.46 -0.70 3.76
N -0.70 -0.53 3.04
C -1.85 -0.70 3.73
C -1.90 -1.21 5.00
C -0.71 -1.61 5.64
C 0.48 -1.34 5.02
C 1.80 -1.56 5.61
N 2.00 -2.25 6.69
H 4.88 0.57 3.70
H 4.44 1.85 1.56
H 2.20 1.65 0.50
H -2.75 -0.41 3.21
H -2.86 -1.31 5.49
H -0.73 -2.07 6.62
O -3.56 5.05 5.31
C -4.05 4.48 4.32
O -5.19 4.51 3.83
C -3.03 3.62 3.52
C -1.80 3.28 4.07
C -0.93 2.47 3.36
N -1.22 2.00 2.14
C -2.39 2.35 1.61
C -3.33 3.14 2.24
C -2.60 1.76 0.25
O -3.30 2.21 -0.62
O -1.86 0.66 0.08
H -1.56 3.66 5.05
H 0.02 2.17 3.78
H -4.28 3.38 1.79
C -3.59 -4.32 0.37
Si -2.76 -2.87 1.26
C -1.92 -3.69 2.75
C -4.21 -1.77 1.80
C -1.44 -2.04 0.18
C -0.22 -2.86 0.36
C 0.09 -4.13 -0.14
C 1.30 -4.70 0.19
C 2.20 -4.00 0.99
C 1.84 -2.75 1.44
N 0.65 -2.22 1.15
Si -2.12 -1.80 -1.59
C -3.92 -1.20 -1.52
C -2.07 -3.42 -2.56
C -1.27 -0.60 -2.76
H -4.31 -4.76 1.07
H -2.88 -5.10 0.09
H -4.15 -4.02 -0.52
H -2.63 -3.80 3.57
H -1.05 -3.16 3.12
H -1.60 -4.70 2.45
H -4.47 -1.98 2.84
H -5.09 -2.02 1.19
H -4.05 -0.70 1.69
H -0.62 -4.65 -0.77
H 1.55 -5.68 -0.18
H 3.17 -4.41 1.25
H 2.51 -2.15 2.04
H -4.61 -1.97 -1.86
H -4.01 -0.34 -2.18
H -4.24 -0.86 -0.54
H -2.37 -4.32 -2.02
H -1.06 -3.58 -2.97
H -2.75 -3.32 -3.41
H -1.29 0.41 -2.37
H -1.88 -0.61 -3.67
H -0.26 -0.91 -3.04
C 1.93 2.07 -8.02
C 1.26 2.38 -6.71
C 0.24 3.33 -6.67
C -0.42 3.61 -5.49
C -0.04 2.98 -4.32
C 0.99 2.04 -4.34
N 1.33 1.41 -3.13
C 2.60 1.24 -2.62
C 3.66 2.08 -2.99
C 4.93 1.87 -2.47
C 5.17 0.84 -1.57
C 4.12 0.01 -1.20
C 2.85 0.21 -1.71
C 1.72 -0.70 -1.30
O 1.67 -1.85 -1.65
O 0.80 -0.09 -0.58
C 1.61 1.69 -5.54
C 2.57 0.53 -5.61
H 1.72 2.85 -8.75
H 1.57 1.13 -8.44
H 3.01 1.99 -7.92
H -0.03 3.85 -7.58
H -1.22 4.34 -5.47
H -0.52 3.21 -3.38
H 0.56 1.10 -2.55
H 3.47 2.89 -3.69
H 5.73 2.54 -2.76
H 6.16 0.69 -1.17
H 4.29 -0.80 -0.50
H 2.34 -0.21 -4.84
H 3.61 0.83 -5.47
H 2.50 0.03 -6.58
Cl -0.75 5.96 0.43
C 0.37 4.61 0.66
Cl 0.23 3.40 -0.63
H 0.13 4.13 1.60
H 1.38 5.00 0.65
*
```

Computed properties:
Energy relative to the best compared isomer or geometry (same formula, charge and spin): 0.00 kJ/mol
E: -201489.1039 eV
Molar mass: 1059.8 g/mol
Orbital gap (alpha / beta): 4.833 / 6.554 eV

Löwdin atomic charge list, values in e, 8 entries: atom 1 (Ti): 1.14, atom 2 (Se): 1.06, atom 3 (N): -0.23, atom 4 (C): -0.33, atom 5 (C): -0.12, atom 6 (C): 0.00, atom 7 (C): -0.04, atom 8 (C): -0.11

***

DFT (ωB97M-V/def2-TZVPD) results for C36H36N8O4S2W as an isolated structure.

```
! RIJCOSX wB97M-V def2-TZVPD def2/J DEFGRID3
* xyz 0 3
W -0.01 -0.07 -0.23
C -3.50 -2.83 -1.28
O -4.15 -1.69 -1.85
C -4.28 -0.59 -1.05
C -5.52 0.00 -0.96
C -5.73 1.15 -0.19
C -4.68 1.69 0.50
C -3.40 1.13 0.40
C -2.31 1.72 1.13
N -1.07 1.39 1.05
N -0.26 2.19 1.87
C 0.93 2.19 1.37
O 1.24 1.49 0.32
C 2.01 3.00 1.98
C 1.75 3.87 3.03
C 2.78 4.63 3.57
C 4.07 4.51 3.07
C 4.33 3.63 2.03
C 3.31 2.87 1.48
C -3.17 0.00 -0.40
O -1.98 -0.53 -0.54
H -3.87 -3.69 -1.83
H -3.75 -2.94 -0.23
H -2.42 -2.76 -1.39
H -6.34 -0.47 -1.49
H -6.72 1.58 -0.13
H -4.81 2.57 1.12
H -2.54 2.53 1.81
H 0.74 3.96 3.40
H 2.57 5.31 4.38
H 4.87 5.11 3.49
H 5.34 3.53 1.64
H 3.50 2.18 0.67
C -1.36 -1.60 2.22
C -0.18 -1.83 1.31
N 0.90 -1.05 1.46
N 2.14 -1.64 1.34
C 2.88 -1.33 0.34
S 2.37 -0.48 -1.07
S 4.55 -1.89 0.33
C 4.81 -2.21 2.10
C 4.96 -0.97 2.93
C 3.93 -0.52 3.74
C 4.08 0.64 4.50
C 5.27 1.35 4.46
C 6.31 0.91 3.65
C 6.15 -0.24 2.89
C -0.07 -3.10 0.55
C -0.05 -4.36 1.13
C 0.12 -5.49 0.35
C 0.25 -5.35 -1.02
C 0.22 -4.11 -1.62
C 0.04 -2.96 -0.84
O -0.08 -1.76 -1.41
H -1.31 -2.36 3.01
H -2.30 -1.73 1.69
H -1.31 -0.63 2.69
H 5.74 -2.80 2.11
H 4.00 -2.84 2.46
H 3.00 -1.07 3.77
H 3.26 0.98 5.12
H 5.38 2.25 5.05
H 7.24 1.46 3.61
H 6.96 -0.57 2.25
H -0.13 -4.45 2.21
H 0.15 -6.47 0.81
H 0.39 -6.23 -1.64
H 0.31 -4.00 -2.70
C -3.28 -0.46 -5.09
C -3.14 1.02 -5.40
C -4.02 1.86 -4.48
C -1.68 1.48 -5.37
N -1.13 1.52 -4.02
C -0.73 0.54 -3.22
N -0.40 1.09 -2.07
N -0.63 2.42 -2.17
N -1.06 2.68 -3.34
H -4.31 -0.79 -5.23
H -3.03 -0.69 -4.05
H -2.64 -1.07 -5.74
H -3.46 1.19 -6.44
H -3.76 1.69 -3.43
H -5.06 1.59 -4.60
H -3.91 2.93 -4.68
H -1.58 2.50 -5.75
H -1.05 0.82 -5.97
H -0.66 -0.51 -3.44
*
```

Computed properties:
Energy relative to the best compared isomer or geometry (same formula, charge and spin): 39.06 kJ/mol
E: -81523.2740 eV
Molar mass: 892.7 g/mol
Orbital gap (alpha / beta): 7.406 / 6.156 eV

Löwdin atomic charge list, values in e, 8 entries: atom 1 (W): 1.63, atom 2 (C): -0.03, atom 3 (O): -0.10, atom 4 (C): -0.23, atom 5 (C): 0.00, atom 6 (C): -0.08, atom 7 (C): -0.04, atom 8 (C): -0.14

***

DFT (ωB97M-V/def2-TZVPD) results for a 2-piece molecular cluster, C3H8NO3 overall.

```
! RIJCOSX wB97M-V def2-TZVPD def2/J DEFGRID3
* xyz -1 1
C -0.08 0.50 1.66
N 0.58 -0.80 1.45
C 0.20 -1.35 0.13
C 0.64 -0.57 -1.10
O 0.03 -0.86 -2.15
O 1.51 0.30 -0.96
H -0.10 1.14 0.78
H 0.36 1.07 2.48
H -1.12 0.25 1.90
H 1.58 -0.65 1.41
H -0.87 -1.59 0.12
H 0.61 -2.37 0.23
H -0.87 2.00 -2.64
H -1.05 1.05 -1.48
O -1.43 1.88 -1.85
*
```

Computed properties:
Energy relative to the best compared isomer or geometry (same formula, charge and spin): 88.43 kJ/mol
E: -10874.8711 eV
Molar mass: 106.1 g/mol
Orbital gap: 8.461 eV

Löwdin atomic charge list, values in e, 8 entries: atom 1 (C): -0.15, atom 2 (N): -0.14, atom 3 (C): -0.19, atom 4 (C): -0.78, atom 5 (O): -0.09, atom 6 (O): -0.07, atom 7 (H): 0.06, atom 8 (H): 0.06

***

DFT (ωB97M-V/def2-TZVPD) results for a 2-piece molecular cluster, C10H10F3N2 overall.

```
! RIJCOSX wB97M-V def2-TZVPD def2/J DEFGRID3
* xyz 1 1
C -3.19 0.78 -0.50
C -2.59 1.90 0.15
C -2.47 -0.40 -0.50
C -1.27 1.89 0.60
C -1.15 -0.42 -0.12
C -0.52 0.74 0.38
C -0.37 -1.64 -0.04
C 1.04 -1.54 0.50
C 1.70 -0.29 -0.07
C 3.12 -0.16 0.21
N -0.88 -2.71 -0.54
N 0.81 0.84 0.39
F 1.43 -0.26 -1.45
F 1.07 2.01 -1.33
F 1.37 1.81 1.16
H -4.12 0.84 -0.98
H -3.04 2.90 0.31
H -2.96 -1.36 -1.03
H -0.72 2.82 0.82
H 0.99 -1.38 1.62
H 1.59 -2.43 0.12
H 3.52 0.98 0.16
H 3.60 -0.73 -0.55
H 3.35 -0.64 1.12
H -0.30 -3.54 -0.43
*
```

Computed properties:
Energy relative to the best compared isomer or geometry (same formula, charge and spin): 658.54 kJ/mol
E: -21650.5805 eV
Molar mass: 215.2 g/mol
Orbital gap (alpha / beta): 6.219 / 6.219 eV

Löwdin atomic charge list, values in e, 8 entries: atom 1 (C): 0.06, atom 2 (C): 0.03, atom 3 (C): 0.03, atom 4 (C): 0.06, atom 5 (C): -0.06, atom 6 (C): -0.14, atom 7 (C): -0.29, atom 8 (C): 0.00

***

DFT (ωB97M-V/def2-TZVPD) results for C6H10 as an isolated structure.

```
! RIJCOSX wB97M-V def2-TZVPD def2/J DEFGRID3
* xyz 0 1
C 1.31 0.98 -0.41
C 0.04 1.65 -0.65
C -0.32 0.32 -0.19
C -1.05 -0.22 1.08
C -0.13 -1.44 0.81
C -0.30 -1.12 -0.70
H 2.06 1.67 0.00
H 1.76 0.44 -1.25
H 0.17 2.02 -1.69
H -0.14 2.30 0.22
H -2.10 -0.54 0.92
H -1.02 0.34 2.02
H -0.36 -2.43 1.21
H 0.87 -1.10 1.09
H -1.26 -1.52 -1.06
H 0.49 -1.35 -1.42
*
```

Computed properties:
Energy relative to the best compared isomer or geometry (same formula, charge and spin): 371.54 kJ/mol
E: -6380.0087 eV
Molar mass: 82.1 g/mol
Orbital gap: 9.547 eV

Löwdin atomic charge list, values in e, 8 entries: atom 1 (C): -0.10, atom 2 (C): -0.20, atom 3 (C): -0.29, atom 4 (C): -0.12, atom 5 (C): -0.18, atom 6 (C): -0.14, atom 7 (H): 0.09, atom 8 (H): 0.07

***

DFT (ωB97M-V/def2-TZVPD) results for a 2-piece molecular cluster, C6H11NO3 overall.

```
! RIJCOSX wB97M-V def2-TZVPD def2/J DEFGRID3
* xyz 0 1
C 0.72 1.24 -2.19
C 0.79 1.14 -0.88
C 0.71 -0.17 -0.14
C 2.01 -0.48 0.59
O 0.27 -1.22 -0.85
O -0.44 0.18 0.94
C -0.59 -0.77 1.99
H 0.60 0.36 -2.81
H 0.74 2.19 -2.69
H 0.91 2.01 -0.25
H 1.93 -1.44 1.09
H 2.24 0.30 1.31
H 2.81 -0.54 -0.14
H -0.70 -0.98 -1.12
H 0.24 -0.70 2.69
H -1.51 -0.52 2.52
H -0.64 -1.78 1.57
N -2.18 -0.24 -0.93
C -2.23 0.51 0.06
O -2.66 1.41 0.68
H -3.02 -0.49 -1.42
*
```

Computed properties:
Energy relative to the best compared isomer or geometry (same formula, charge and spin): 292.07 kJ/mol
E: -14031.2514 eV
SMILES string: C=C[C@](C)(O)OC.N=C=O
Molar mass: 145.2 g/mol
Orbital gap: 10.903 eV

Löwdin atomic charge list, values in e, 8 entries: atom 1 (C): 0.05, atom 2 (C): -0.10, atom 3 (C): -0.54, atom 4 (C): 0.00, atom 5 (O): 0.00, atom 6 (O): -0.22, atom 7 (C): -0.08, atom 8 (H): 0.07

***

DFT (ωB97M-V/def2-TZVPD) results for a 2-piece molecular cluster, C5H14NO2 overall.

```
! RIJCOSX wB97M-V def2-TZVPD def2/J DEFGRID3
* xyz 1 1
C 1.92 -0.93 -0.31
O 1.53 0.39 0.02
C 0.83 -1.43 -1.27
C -0.47 -1.89 -0.61
C -1.55 -0.95 -0.14
C -2.54 -0.30 -0.79
N -1.19 -0.48 1.30
H 2.99 -0.64 -0.84
H 2.05 -1.48 0.57
H 1.31 0.88 -0.77
H 1.19 -2.37 -1.77
H 0.64 -0.74 -2.06
H -1.03 -2.49 -1.53
H -0.39 -2.60 0.28
H -2.85 -0.42 -1.85
H -3.15 0.46 -0.36
H -1.78 0.25 1.52
H -0.26 -0.22 1.22
H -1.40 -1.22 2.07
H 1.03 4.86 2.23
H 1.38 6.00 1.26
O 1.75 5.33 1.80
*
```

Computed properties:
Energy relative to the best compared isomer or geometry (same formula, charge and spin): 341.76 kJ/mol
E: -10988.2622 eV
Molar mass: 120.2 g/mol
Orbital gap: 10.185 eV

Löwdin atomic charge list, values in e, 8 entries: atom 1 (C): -0.23, atom 2 (O): -0.11, atom 3 (C): -0.18, atom 4 (C): -0.17, atom 5 (C): -0.26, atom 6 (C): 0.12, atom 7 (N): 0.25, atom 8 (H): 0.18

***

DFT (ωB97M-V/def2-TZVPD) results for a 2-piece molecular cluster, C9H15N2 overall.

```
! RIJCOSX wB97M-V def2-TZVPD def2/J DEFGRID3
* xyz 1 3
C 3.44 -1.28 -0.93
C 2.75 -0.24 -0.49
C 1.98 -1.44 -0.35
C -2.46 0.69 -0.83
C -1.03 1.00 -1.16
C -1.40 -0.49 -0.95
C -1.75 -2.31 0.78
C 2.47 1.16 -0.20
C -1.26 -1.00 0.40
N 0.96 -2.07 -0.08
N 1.94 1.13 1.27
H 4.40 -1.65 -1.22
H -3.02 0.93 0.15
H -3.20 0.93 -1.56
H -0.70 1.19 -2.13
H -0.46 1.56 -0.38
H -1.58 -1.31 -1.61
H -2.71 -2.34 1.24
H -0.95 -2.97 1.24
H -2.10 -3.00 0.00
H 1.75 1.67 -0.81
H 3.46 1.72 -0.21
H -1.16 -0.39 1.33
H 1.03 0.80 1.14
H 1.89 2.09 1.63
H 2.48 0.50 1.77
*
```

Computed properties:
Energy relative to the best compared isomer or geometry (same formula, charge and spin): 465.81 kJ/mol
E: -12540.6638 eV
Molar mass: 151.2 g/mol
Orbital gap (alpha / beta): 5.319 / 9.062 eV

Löwdin atomic charge list, values in e, 8 entries: atom 1 (C): 0.23, atom 2 (C): -0.18, atom 3 (C): -0.30, atom 4 (C): -0.10, atom 5 (C): -0.13, atom 6 (C): -0.25, atom 7 (C): -0.16, atom 8 (C): -0.03

***

DFT (ωB97M-V/def2-TZVPD) results for the molecule C4H6N2.

```
! RIJCOSX wB97M-V def2-TZVPD def2/J DEFGRID3
* xyz 0 1
N 2.58 0.34 -1.12
C 1.77 0.03 -0.35
C 0.67 -0.24 0.60
C -0.39 0.88 0.44
C -1.17 -0.13 -0.43
N -0.35 -1.21 0.16
H 1.07 -0.44 1.59
H -0.88 1.13 1.37
H -0.03 1.78 -0.06
H -1.00 0.03 -1.50
H -2.24 -0.23 -0.24
H -0.03 -1.94 -0.47
*
```

Computed properties:
Energy relative to the best compared isomer or geometry (same formula, charge and spin): 148.91 kJ/mol
E: -7224.0476 eV
SMILES string: N#C[C@H]1CCN1
Molar mass: 82.1 g/mol
Orbital gap: 10.835 eV

Löwdin atomic charge list, values in e, 8 entries: atom 1 (N): 0.15, atom 2 (C): -0.18, atom 3 (C): -0.33, atom 4 (C): -0.11, atom 5 (C): -0.19, atom 6 (N): -0.01, atom 7 (H): 0.14, atom 8 (H): 0.11